Entry 1:
DFT (ωB97M-V with the def2-TZVPD basis set) results for a structure of composition C51H71Br6F20NO19P3Si.

The geometry in XYZ format:
```
172
Properties=species:S:1:pos:R:3:forces:R:3:lowdin_charge:R:1
C 6.33299 2.42575 0.29412 -0.9 -0.3 0.9 -0.156
C 4.90982 2.53611 -0.32012 1.0 0.4 0.3 -0.288
C 4.71602 2.17971 -1.81913 0.0 0.1 0.6 -0.589
Br 6.51220 2.40368 -2.67853 -0.4 0.6 0.4 0.736
C 3.95491 0.83775 -2.23151 0.2 1.3 -0.8 -0.440
P 5.21304 -0.01387 -3.35594 1.2 -0.7 0.9 0.878
P 4.73716 -2.05462 -3.87949 -0.7 -1.1 -2.3 0.292
O 4.61888 -2.15673 -5.33949 -0.1 0.5 -0.2 -0.313
O 6.03388 -2.92590 -3.44494 -0.8 0.6 1.0 -0.198
O 3.42744 -2.74433 -3.18075 0.8 0.3 0.7 -0.213
C 3.60952 -0.11574 -1.08430 1.0 -1.2 0.0 -0.223
C 4.70894 -0.54643 -0.06891 -0.8 -0.6 0.9 -0.111
C 5.73952 -1.59814 -0.46844 0.7 0.8 -0.5 -0.785
O 6.82647 -1.30277 -0.82202 -0.2 -0.4 0.2 0.070
Br 5.21952 -3.47024 -0.24160 -0.2 0.3 0.1 0.772
N 2.46222 0.31719 -0.19464 0.9 -0.3 0.4 0.086
C 1.31476 1.06385 -0.72279 -1.5 2.2 -0.9 -0.290
P 1.13401 2.44564 0.67404 1.4 -1.7 3.9 0.946
O 2.16294 3.69563 0.45581 -1.3 0.1 -0.9 -0.309
O -0.40598 2.85757 0.93863 0.4 0.5 -1.9 -0.238
C 0.05940 0.18292 -0.45284 -0.2 -1.2 -0.6 -0.525
F -0.09116 -0.01182 0.88912 0.4 0.1 0.2 0.076
F -1.05930 0.82439 -0.87593 0.2 0.4 0.1 0.070
C 0.07311 -1.19413 -1.13053 -0.2 0.0 -0.2 -0.123
C -1.04932 -2.12435 -0.60174 0.4 0.1 -0.2 -0.191
Si -2.01627 -2.99204 -1.98421 -0.8 -0.7 -0.9 0.630
C -3.75508 -3.49474 -1.42591 0.6 0.5 -0.1 -0.147
C -2.28769 -1.84199 -3.47612 0.5 0.3 1.0 -0.159
C -1.09283 -4.50174 -2.64767 0.0 0.5 0.5 -0.258
C -0.43957 -5.38058 -1.77628 -0.2 0.5 -0.3 -0.110
C 0.25651 -6.46381 -2.27390 0.3 -0.4 0.8 -0.099
C 0.32585 -6.70583 -3.63229 0.0 -0.1 -0.4 -0.085
C -0.34573 -5.86524 -4.49974 0.1 0.3 -0.2 -0.092
C -1.04572 -4.77399 -4.00830 0.1 0.0 -0.3 -0.113
C 1.32218 1.52500 -2.22908 0.4 -0.6 -0.9 -0.168
C 0.70732 2.93012 -2.46356 -0.6 -0.4 -0.1 -0.638
Br 1.93077 4.44191 -2.47038 0.0 -0.1 0.0 0.899
C -0.23728 3.13923 -3.68269 -0.2 2.3 0.6 -0.720
C -0.91059 4.54945 -3.49850 -0.5 -0.6 -0.6 -0.191
Br -1.74200 1.91151 -3.72850 0.4 -0.3 -0.1 0.872
C 2.59027 1.08431 -3.09242 0.6 -1.2 0.5 -0.356
O 2.36376 -0.27305 -3.53384 -0.4 0.3 0.3 -0.108
C 2.73109 1.80377 -4.44288 0.1 1.0 -0.7 -0.611
Br 4.03788 3.17371 -4.83727 -0.2 -0.5 0.4 0.737
C 1.93686 1.51272 -5.48472 -0.5 -0.1 0.1 -0.731
C 0.78734 0.55159 -5.53259 0.0 -0.7 -0.5 -0.162
Br 2.09853 2.34783 -7.19371 0.0 -0.2 0.3 0.795
H 6.17249 2.44512 1.38123 0.1 0.1 -0.1 0.087
H 6.82070 1.47311 0.09073 0.3 0.3 -0.3 0.053
H 6.94763 3.29342 0.08063 0.2 -0.2 -0.4 0.066
H 4.26816 2.00702 0.38810 -0.3 0.0 -0.4 0.064
H 4.65931 3.58927 -0.18765 -0.3 -0.1 -0.2 0.103
H 4.15679 3.00408 -2.24559 0.1 -0.2 -0.2 -0.041
H 5.05305 0.61528 -4.60301 -0.6 -0.4 0.1 -0.040
H 5.78608 -3.85066 -3.32210 0.3 -0.1 0.0 0.063
H 3.45487 -3.69372 -3.37131 -0.3 0.0 0.0 0.083
H 3.28527 -1.09503 -1.45284 -0.2 0.3 -0.6 0.115
H 4.14604 -1.04958 0.73420 0.1 0.1 0.0 0.116
H 5.24650 0.25223 0.43462 0.1 0.1 -0.4 0.100
H 2.87966 0.79734 0.62649 -0.5 0.5 -0.1 0.117
H 2.12226 -0.54411 0.24722 -0.1 0.0 -0.1 0.166
H 1.82237 4.48320 0.90976 0.2 0.1 -0.1 0.083
H -0.96585 3.04353 0.16449 -0.2 0.1 0.2 0.085
H -0.06552 -1.03439 -2.20659 0.0 0.2 0.1 0.093
H 1.05240 -1.68200 -1.03054 -0.1 0.0 0.1 0.123
H -0.57919 -2.84173 0.07406 -0.3 -0.1 0.1 0.081
H -1.78402 -1.56662 -0.01565 0.1 0.1 0.0 0.087
H -4.08140 -4.32645 -2.05373 0.0 -0.1 0.2 0.025
H -3.82770 -3.71559 -0.36092 -0.2 -0.2 -0.1 0.032
H -4.41336 -2.65497 -1.67009 0.0 0.0 0.2 0.032
H -3.33171 -1.85193 -3.78499 0.1 -0.1 -0.2 0.045
H -2.06658 -0.82545 -3.13043 -0.1 0.1 -0.2 -0.039
H -1.59347 -2.06985 -4.28371 -0.2 0.1 -0.2 0.024
H -0.49178 -5.16915 -0.71279 0.2 -0.3 0.0 0.097
H 0.75218 -7.12364 -1.56906 0.0 0.0 -0.1 0.107
H 0.89119 -7.53833 -4.03214 0.0 -0.1 0.1 0.109
H -0.32086 -6.01346 -5.57245 0.0 -0.2 0.1 0.112
H -1.55597 -4.15111 -4.73340 0.0 0.1 0.1 0.097
H 0.55330 0.88798 -2.67860 0.0 0.2 -0.1 0.077
H 0.00287 3.11086 -1.64612 0.3 0.0 0.2 0.048
H 0.28548 3.27295 -4.62693 0.0 -1.0 -0.1 0.080
H -1.89917 4.51141 -3.95602 0.1 0.0 0.0 0.048
H -0.37182 5.31650 -4.05022 0.2 0.1 0.4 0.067
H -1.06830 4.80346 -2.44918 0.2 0.1 0.0 0.073
H 1.76199 -0.75078 -2.95162 0.0 0.0 -0.1 0.071
H -0.03445 0.91689 -6.14805 0.1 0.3 0.1 0.065
H 0.38626 0.23710 -4.57888 0.0 0.2 0.0 0.026
H 1.14247 -0.35584 -6.03655 0.0 0.0 0.1 0.108
C -1.26299 3.26357 3.79395 -0.3 0.2 0.3 -0.065
C -0.39810 3.14942 5.03142 0.1 -0.4 -0.5 -0.188
O -0.54674 4.30561 5.87681 0.0 0.1 0.2 0.042
C -1.62417 4.30096 6.64997 0.2 -0.4 -0.3 -0.390
O -2.45237 3.43951 6.68990 -0.2 0.1 0.2 0.161
C -1.65810 5.55280 7.53833 -0.2 0.7 0.4 -0.545
F -1.37344 6.66389 6.85257 0.1 -0.2 -0.1 0.174
F -0.77036 5.44959 8.53908 0.1 -0.2 -0.2 0.161
F -2.86039 5.71526 8.08390 -0.1 -0.2 -0.1 0.174
H -1.04787 4.19008 3.26036 0.1 0.0 0.0 0.080
H -1.08964 2.42338 3.12866 0.0 -0.1 0.1 0.058
H -2.32047 3.28101 4.05837 0.0 -0.1 0.0 0.082
H 0.65470 3.11237 4.75606 0.0 0.2 0.1 0.123
H -0.61970 2.24179 5.59173 -0.1 0.1 0.1 0.128
C 1.10360 6.40974 -11.26943 0.0 0.1 0.3 -0.058
C -0.21176 5.66716 -11.36045 0.3 0.1 -0.6 -0.191
O -0.64063 5.20566 -10.06250 -0.2 -0.1 0.2 0.031
C -1.24141 6.10474 -9.29590 0.2 0.0 -0.6 -0.402
O -1.45432 7.24550 -9.57491 -0.1 0.1 0.3 0.180
C -1.67737 5.45101 -7.97634 -0.2 -0.2 0.6 -0.541
F -0.70443 4.68924 -7.45095 0.1 0.0 -0.1 0.132
F -2.74501 4.66383 -8.16262 0.0 0.0 -0.2 0.169
F -2.00704 6.36135 -7.06275 0.1 0.1 -0.1 0.169
H 1.85897 5.78940 -10.78522 0.0 -0.1 -0.1 0.082
H 1.45443 6.68217 -12.26387 0.0 0.0 0.0 0.086
H 1.00115 7.31935 -10.67817 -0.1 0.0 -0.1 0.079
H -0.09762 4.77341 -11.97009 -0.1 -0.1 0.2 0.126
H -0.98876 6.27810 -11.81794 -0.1 0.1 0.2 0.128
C -7.87183 -8.53614 -3.38256 0.2 0.0 -0.3 -0.057
C -6.96713 -8.10480 -2.24886 -0.6 -0.1 0.1 -0.192
O -5.57837 -8.28921 -2.59164 0.3 0.0 0.0 0.038
C -5.03181 -7.34387 -3.33871 -0.6 -0.1 0.3 -0.403
O -5.57718 -6.36226 -3.75091 0.3 0.1 -0.1 0.163
C -3.54814 -7.66027 -3.57638 0.6 -0.2 -0.3 -0.536
F -3.35530 -8.94163 -3.90724 -0.2 0.0 0.0 0.172
F -2.83287 -7.42211 -2.46749 -0.2 0.1 0.1 0.166
F -3.04725 -6.91044 -4.55653 -0.3 0.0 0.0 0.167
H -7.65451 -9.56439 -3.67311 -0.1 0.0 0.1 0.085
H -8.91623 -8.46700 -3.08107 0.0 0.0 0.0 0.085
H -7.72416 -7.91092 -4.26275 0.0 0.1 0.1 0.078
H -7.14109 -8.72536 -1.37244 0.2 -0.1 0.0 0.126
H -7.14894 -7.07048 -1.95889 0.2 0.1 -0.1 0.125
C 9.70384 -3.79133 2.48714 0.0 0.1 0.3 -0.053
C 8.36524 -4.48916 2.37879 0.4 0.0 -0.5 -0.197
O 7.80915 -4.76198 3.67909 -0.2 0.0 0.2 0.041
C 7.18599 -3.74956 4.26120 0.2 -0.1 -0.5 -0.400
O 7.04510 -2.65135 3.80498 -0.2 0.1 0.2 0.155
C 6.61118 -4.19671 5.61394 -0.1 -0.1 0.6 -0.549
F 7.49981 -4.90260 6.31657 0.0 0.0 -0.1 0.175
F 5.52967 -4.96784 5.42676 0.0 0.0 -0.2 0.166
F 6.24477 -3.15049 6.34895 0.0 0.1 -0.2 0.173
H 10.38764 -4.37342 3.10529 0.0 -0.1 -0.1 0.087
H 10.14407 -3.66066 1.49923 0.0 0.0 0.0 0.085
H 9.59973 -2.81104 2.95167 0.0 0.0 -0.1 0.078
H 8.48870 -5.45549 1.89414 -0.1 -0.1 0.2 0.128
H 7.65686 -3.91046 1.78994 -0.1 0.1 0.1 0.087
C -5.20674 1.05589 7.36682 0.3 -0.1 -0.2 -0.054
C -6.42551 1.00044 6.47277 -0.1 0.1 0.6 -0.185
O -6.03949 0.92790 5.08410 -0.1 0.0 -0.3 0.035
C -5.69305 -0.26807 4.63386 -0.2 0.2 0.6 -0.404
O -5.66936 -1.28369 5.26193 0.1 -0.2 -0.3 0.176
C -5.35095 -0.17799 3.13799 0.1 0.0 -0.5 -0.544
F -4.56466 0.87662 2.87154 0.0 0.0 0.1 0.152
F -6.46302 -0.04830 2.40503 0.0 0.0 0.1 0.171
F -4.71243 -1.26988 2.72001 0.0 0.0 0.1 0.163
H -4.55270 1.87906 7.07376 -0.1 0.1 0.1 0.065
H -5.50082 1.19086 8.40752 -0.1 0.0 0.0 0.082
H -4.62384 0.13791 7.29043 -0.1 -0.1 0.1 0.081
H -7.00869 1.91325 6.57275 0.0 0.0 -0.3 0.127
H -7.07845 0.16748 6.73022 0.1 -0.1 -0.2 0.128
C -2.52187 4.05029 11.13670 0.0 0.1 0.4 -0.049
C -3.81170 3.37164 10.73610 0.4 0.1 -0.5 -0.200
O -4.53470 2.88441 11.88059 -0.2 -0.2 0.1 0.034
C -5.26417 3.78300 12.53147 0.3 0.0 -0.5 -0.398
O -5.36723 4.93984 12.25394 -0.2 0.1 0.2 0.176
C -6.00896 3.10590 13.69215 -0.2 -0.2 0.5 -0.548
F -5.20444 2.29037 14.38349 0.1 0.0 -0.1 0.167
F -7.03045 2.37228 13.22630 0.1 0.0 -0.2 0.165
F -6.50230 4.00460 14.53680 0.1 0.1 -0.1 0.177
H -1.90700 3.38514 11.74463 0.0 -0.1 -0.1 0.089
H -1.95786 4.33594 10.25325 0.0 0.0 0.0 0.053
H -2.70601 4.94676 11.72845 -0.1 0.0 -0.1 0.086
H -3.58369 2.50104 10.12317 -0.2 -0.2 0.2 0.120
H -4.44166 4.03280 10.14127 -0.1 0.1 0.2 0.125
```
Positions in Å, forces in eV/Å.

Computed properties:
gap between HOMO and LUMO: 8.1 eV
charge: +1
DFT total energy: -604775.8048 eV
HOMO energy: -10.79 eV
lowest unoccupied orbital energy: -2.7 eV

***

Entry 2:
DFT (ωB97M-V with the def2-TZVPD basis set) results for a cluster of 6 separate species, C32H67FO5Si in total.

The geometry in XYZ format:
```
106
Properties=species:S:1:pos:R:3:forces:R:3:lowdin_charge:R:1
C -1.65757 3.87324 -0.22134 0.3 0.0 -0.2 -0.124
C -3.04538 4.02861 0.32552 0.0 0.4 0.5 -0.280
C -3.53476 2.73556 0.93957 -0.2 -0.3 0.2 -0.231
C -4.56226 2.02490 0.08251 -0.1 0.0 -0.3 -0.219
C -4.51457 0.51458 0.15734 -0.1 0.1 -0.3 -0.228
C -4.54194 -0.04474 1.55589 -0.2 0.0 0.2 -0.215
C -4.66172 -1.55829 1.55501 0.1 -0.1 0.2 -0.200
C -4.04834 -2.33766 2.71622 0.5 -0.2 0.0 -0.184
C -2.57488 -2.13990 3.14569 -0.2 -0.2 -0.6 -0.194
C -1.52704 -2.84494 2.26566 0.0 0.4 0.1 -0.190
C -1.45220 -2.44731 0.78220 0.0 -0.1 0.5 -0.216
C -2.14774 -3.40743 -0.15180 0.0 0.0 -0.4 -0.302
C -2.24750 -2.83296 -1.57295 0.3 -0.1 0.0 -0.242
Si -0.56025 -2.82913 -2.42285 0.0 0.4 0.9 0.568
F -0.79094 -3.23308 -3.95071 0.0 -0.2 -0.6 -0.149
C 0.41303 -1.23203 -2.41614 0.6 0.0 -0.3 -0.413
C -0.22831 -0.17997 -3.35439 0.3 -0.3 0.3 -0.091
C 1.89482 -1.53766 -2.80547 -0.3 0.2 0.2 -0.269
C 2.89187 -0.36940 -2.64770 -0.4 -0.2 0.4 -0.091
H -0.97143 3.66703 0.59601 0.2 -0.1 0.1 0.076
H -1.31346 4.77863 -0.71587 0.1 0.0 -0.2 0.068
H -1.61641 3.02606 -0.90506 0.2 0.1 -0.2 0.075
H -3.01481 4.79750 1.09026 -0.1 0.3 0.1 0.101
H -3.72339 4.36635 -0.44918 -0.2 0.1 -0.2 0.102
H -3.93535 2.89991 1.93658 -0.1 0.0 0.2 0.111
H -2.68449 2.06694 1.06421 0.2 -0.1 0.1 0.102
H -4.39061 2.32178 -0.94971 -0.1 0.0 -0.3 0.108
H -5.56933 2.35621 0.32716 -0.2 0.2 0.1 0.114
H -5.36753 0.11900 -0.38949 -0.1 -0.2 -0.2 0.117
H -3.62648 0.16754 -0.37168 0.2 -0.1 0.0 0.102
H -5.41434 0.37337 2.05734 0.0 0.2 0.3 0.121
H -3.66982 0.29488 2.10044 0.3 0.0 0.2 0.094
H -4.29641 -1.94786 0.61119 0.2 0.0 -0.2 0.085
H -5.72405 -1.78312 1.57135 -0.2 -0.3 -0.2 0.116
H -4.68470 -2.22093 3.58750 -0.1 0.2 0.3 0.106
H -4.12646 -3.38993 2.44475 -0.2 -0.3 0.1 0.088
H -2.29590 -1.09621 3.25869 -0.1 0.3 -0.1 0.096
H -2.48880 -2.57531 4.13883 0.0 0.0 0.2 0.101
H -1.67220 -3.91835 2.36014 0.0 -0.3 -0.1 0.101
H -0.55216 -2.63711 2.70061 0.2 0.0 0.2 0.099
H -0.40420 -2.38595 0.48994 0.2 0.1 -0.1 0.099
H -1.86179 -1.45473 0.63456 -0.1 0.4 0.1 0.105
H -3.12942 -3.67022 0.23696 -0.2 0.0 0.0 0.087
H -1.55870 -4.32375 -0.18923 0.0 -0.3 0.1 0.091
H -2.66859 -1.83104 -1.52822 -0.1 0.2 0.0 0.062
H -2.93458 -3.42485 -2.17512 0.0 -0.1 -0.2 0.075
H 0.25844 -3.88756 -1.78032 0.0 -0.1 -0.1 0.023
H 0.43823 -0.82115 -1.40773 -0.1 -0.1 0.3 0.097
H -1.21836 -0.47891 -3.68391 -0.2 0.1 -0.1 0.058
H -0.29004 0.78807 -2.87569 -0.1 0.3 0.1 0.061
H 0.39501 -0.05345 -4.23275 0.0 0.0 -0.3 0.071
H 2.23885 -2.37003 -2.19627 0.1 -0.2 0.0 0.083
H 1.90427 -1.87665 -3.83741 0.1 -0.1 -0.2 0.087
H 2.38469 0.53687 -2.33999 -0.2 0.3 -0.1 0.043
H 3.62019 -0.57712 -1.86832 0.1 -0.1 0.1 0.072
H 3.45818 -0.18650 -3.54778 0.0 0.1 -0.3 0.042
C -4.72651 -6.69117 0.14219 -0.1 0.1 0.0 -0.022
C -5.11494 -6.25324 1.53500 0.1 0.0 0.0 -0.513
C -4.27354 -6.78540 2.67150 -0.1 0.1 0.1 -0.024
O -6.04326 -5.50589 1.72965 0.0 0.0 0.0 0.065
H -5.39857 -6.23953 -0.58303 0.0 0.0 0.0 0.083
H -3.70109 -6.38478 -0.07381 0.0 -0.1 0.0 0.075
H -4.78217 -7.77792 0.06129 0.1 0.0 0.0 0.084
H -3.23326 -6.48177 2.53968 0.0 -0.1 0.0 0.078
H -4.31141 -7.87576 2.68777 0.1 0.0 0.0 0.084
H -4.64692 -6.39604 3.61524 0.0 0.0 0.0 0.082
C 3.73008 3.27980 -1.98871 0.4 -0.3 -0.3 -0.016
C 2.36791 3.72937 -1.58984 -0.3 0.2 0.3 -0.500
C 2.28643 4.97176 -0.73781 -0.4 -0.2 -0.1 -0.012
O 1.38992 3.08972 -1.90569 -0.2 0.0 0.0 0.059
H 3.64421 2.35151 -2.54779 0.1 0.0 0.0 0.061
H 4.20755 4.03737 -2.61249 0.1 0.0 0.1 0.091
H 4.34620 3.11818 -1.10280 0.1 0.1 0.0 0.085
H 2.72884 5.82691 -1.25096 0.1 0.0 0.1 0.091
H 2.84021 4.79829 0.18461 0.1 0.2 -0.1 0.059
H 1.24419 5.18373 -0.50699 0.0 0.0 0.0 0.068
C 5.44663 4.84073 3.50604 -0.1 0.0 -0.1 -0.019
C 5.57620 4.85754 2.00642 -0.1 0.0 0.0 -0.488
C 6.81150 4.21786 1.42140 -0.1 0.1 -0.1 -0.022
O 4.72050 5.34169 1.29749 0.2 0.0 0.1 0.049
H 4.50420 5.29919 3.79375 0.0 0.0 0.0 0.083
H 5.46013 3.80977 3.86416 0.1 0.0 0.1 0.069
H 6.27239 5.38246 3.97057 0.1 -0.1 0.0 0.087
H 6.86269 3.16933 1.71898 0.1 0.0 0.1 0.087
H 7.70486 4.72206 1.79271 0.0 -0.1 0.1 0.085
H 6.78312 4.28649 0.33639 0.0 0.0 0.0 0.077
C 2.91437 -0.70013 -7.23589 0.0 -0.1 0.1 -0.017
C 4.21107 -0.93237 -6.49734 0.0 0.0 -0.1 -0.496
C 5.47720 -0.48057 -7.18593 0.0 -0.1 0.1 -0.024
O 4.23182 -1.45147 -5.40676 0.1 0.0 0.0 0.063
H 2.08224 -1.06547 -6.63885 0.0 0.0 0.0 0.076
H 2.77984 0.36522 -7.43040 0.0 0.0 -0.1 0.086
H 2.92969 -1.22301 -8.19347 0.0 0.1 0.0 0.085
H 5.43507 0.59243 -7.37971 0.0 0.0 -0.1 0.084
H 5.58771 -0.99575 -8.14134 0.0 0.1 0.0 0.084
H 6.33454 -0.70086 -6.55523 0.0 0.0 0.0 0.081
C 2.42781 0.29065 5.21607 0.1 0.0 -0.1 -0.022
C 2.81045 1.72836 5.47202 0.0 0.0 0.0 -0.498
C 1.84478 2.55299 6.28779 0.1 0.1 0.0 -0.022
O 3.83750 2.19683 5.03905 0.0 0.0 0.0 0.061
H 3.19770 -0.19239 4.61934 0.0 0.0 0.0 0.081
H 2.31554 -0.24079 6.16252 -0.1 0.0 0.0 0.085
H 1.47638 0.24660 4.68398 -0.1 0.0 0.1 0.083
H 1.70957 2.10496 7.27340 -0.1 0.0 0.0 0.085
H 0.87307 2.58705 5.79158 0.0 -0.1 0.1 0.086
H 2.22917 3.56367 6.39919 0.0 0.0 0.0 0.080
```
Positions in Å, forces in eV/Å.

Computed properties:
gap between HOMO and LUMO: 9.6 eV
charge: 0
DFT total energy: -55105.4849 eV
HOMO energy: -9.27 eV
lowest unoccupied orbital energy: 0.3 eV
structure (SMILES): CCCCCCCCCCCCC[Si@@H](F)[C@H](C)CC.CC(C)=O.CC(C)=O.CC(C)=O.CC(C)=O.CC(C)=O